No. 1
15
Properties=species:S:1:pos:R:3:forces:R:3 method="wB97M-V/def2-TZVPD" e_above_lowest_kj_mol=194.1 energy_ha=-610.67978 smiles="CN(C)CC=S" homo_lumo_gap_ev=8.68 multiplicity=1
C 0.240292 1.312150 0.127134 -0.313 1.394 -0.363
N 0.518781 -0.014119 -0.327205 -1.979 0.528 0.365
C 1.701886 -0.607693 0.197830 0.943 0.766 0.209
C -0.697896 -0.789659 -0.061689 1.005 -2.028 -0.001
C -1.991081 -0.135533 -0.517965 3.195 0.177 -1.383
S -3.368655 -0.069261 0.202264 -1.855 -0.191 1.015
H 1.061750 1.941176 -0.166190 0.605 0.467 0.431
H -0.077224 1.476666 1.195449 0.535 -0.417 -0.623
H -0.573268 1.691853 -0.509894 0.110 0.082 0.484
H 1.727027 -0.695108 1.298048 -0.057 0.043 -0.077
H 2.571916 -0.003461 -0.137259 -0.443 -0.286 0.351
H 1.831964 -1.577250 -0.228749 0.065 -0.853 -0.252
H -0.427380 -1.719404 -0.570104 -1.007 -0.256 -0.861
H -0.731390 -1.251308 0.940298 -0.374 1.030 0.527
H -1.786722 0.440956 -1.441973 -0.429 -0.456 0.177

=====

No. 2
14
Properties=species:S:1:pos:R:3:forces:R:3 method="wB97M-V/def2-TZVPD" e_above_lowest_kj_mol=518.2 energy_ha=-324.52708 smiles="C1=CC1.C#N.C=O" homo_lumo_gap_ev=10.09 multiplicity=1
C -1.291956 0.481428 -0.713419 -0.407 -0.210 -0.609
C -0.719486 -0.684141 -0.793991 -0.554 0.576 -1.129
C -1.533662 -0.448902 0.410398 -0.212 -0.285 0.671
H -1.787061 1.241081 -1.287135 0.267 0.312 -0.004
H -0.379210 -1.376497 -1.535230 0.384 -0.321 0.231
H -1.062771 -0.254203 1.363109 0.181 -0.045 0.271
H -2.489415 -0.953360 0.458654 -0.196 -0.120 0.276
C 1.835323 -1.333404 0.472443 0.969 -2.524 0.057
N 1.746477 -2.308294 -0.140516 -0.190 1.067 0.060
H 2.083193 -0.632274 1.234475 -0.214 0.329 -0.256
C 0.809594 1.507125 0.101794 1.612 1.221 0.505
O 1.166144 0.998413 1.140993 -0.691 0.683 0.287
H 0.250705 2.454609 0.129255 -0.623 -0.267 -0.189
H 1.344235 1.315210 -0.840565 -0.326 -0.415 -0.170

=====

No. 3
13
Properties=species:S:1:pos:R:3:forces:R:3 method="wB97M-V/def2-TZVPD" e_above_lowest_kj_mol=312.4 energy_ha=-3228.14314 smiles=C#CCl.C#CC.Br homo_lumo_gap_ev=10.68 multiplicity=1
C 1.122716 -3.088501 -0.253158 0.481 -0.069 -0.639
C 2.044639 -2.325086 -0.162411 0.196 0.584 0.637
Cl 3.216467 -1.199518 0.193085 -0.465 -0.530 -0.246
H 0.454698 -3.837845 -0.603201 -0.216 0.026 0.259
C 0.851144 1.121729 -1.416978 0.068 0.656 0.084
C 0.171433 1.285926 -0.431636 0.763 0.363 -0.234
C -0.553927 1.578500 0.804744 -2.320 -2.082 0.515
H 1.520732 1.211046 -2.275427 -0.732 -0.442 0.727
H -1.306919 2.413656 0.720624 1.029 -0.802 0.068
H -1.175763 0.614075 1.093798 1.170 1.745 -0.656
H 0.020040 1.609205 1.725511 0.619 0.686 -0.276
Br -3.804544 0.352788 -0.038378 -0.294 -0.073 -0.095
H -2.560712 0.264020 0.643421 -0.299 -0.062 -0.143

=====

No. 4
11
Properties=species:S:1:pos:R:3:forces:R:3 method="wB97M-V/def2-TZVPD" e_above_lowest_kj_mol=342.5 energy_ha=-281.45961 homo_lumo_gap_ev=9.97 multiplicity=1
C 0.645566 -1.175334 -1.677756 -0.008 -0.071 -0.007
C 0.896006 0.252040 -1.488265 0.149 0.971 0.112
N 1.067234 1.384969 -1.329128 -0.167 -1.113 -0.182
N -0.209162 0.815606 3.055101 -0.157 -0.012 -0.219
N -0.762553 0.716399 1.953980 -0.185 -0.145 -0.374
C -1.194790 0.452496 0.870493 0.241 0.224 0.609
H 0.092734 -1.562907 -0.817179 0.089 0.067 -0.122
H 0.051838 -1.330000 -2.582450 0.088 0.030 0.128
H 1.590015 -1.716095 -1.775791 -0.122 0.097 0.027
H -0.919792 1.033129 3.758864 0.047 -0.026 -0.058
H -1.349274 1.139025 0.049929 0.025 -0.021 0.086

=====

No. 5
89
Properties=species:S:1:pos:R:3:forces:R:3 method="wB97M-V/def2-TZVPD" e_above_lowest_kj_mol=636.8 s_squared=0.77 energy_ha=-5180.30012 total_charge=+1 homo_lumo_gap_ev="5.03 / 5.22" multiplicity=2
Ir -0.623229 0.146778 0.256611 -1.351 -0.389 1.098
C -4.905229 1.468678 1.315211 0.603 -0.421 -0.606
Si -3.843829 1.010478 -0.218189 -1.053 1.777 -0.959
C -5.006229 0.607378 -1.685989 0.566 -0.002 0.761
C -2.827729 2.529378 -0.720189 -0.446 -0.656 0.267
N -2.635329 -0.198722 0.096111 3.338 1.040 0.167
C -2.711529 -1.516722 0.644311 -0.511 -1.123 -0.159
C -4.084129 -1.818422 1.210611 -0.152 0.163 0.016
C -4.763429 -2.960122 1.167711 -0.190 0.168 0.089
C -3.731729 -5.086422 -0.371789 0.170 -0.110 -0.069
C -2.290829 -4.962322 0.173111 0.416 -0.269 -0.163
C -1.577629 -3.684122 -0.224089 0.000 -0.853 -0.259
N -0.329529 -3.558222 -0.202389 0.487 0.552 -0.130
Si 0.939171 -4.768422 -0.064189 0.459 -0.629 -0.053
C 0.740171 -5.956322 -1.547789 0.065 0.462 0.668
C 2.609171 -3.887422 -0.215389 -0.670 -0.326 0.060
C 0.896471 -5.649222 1.633211 -0.047 0.341 -0.732
H -5.100129 2.535578 1.295211 0.006 0.230 -0.107
H -4.397529 1.250278 2.247811 0.125 -0.030 0.227
H -5.862829 0.960478 1.313211 -0.184 -0.161 -0.010
H -5.661729 1.457478 -1.853189 -0.098 0.189 0.058
H -5.634329 -0.261022 -1.513389 -0.126 -0.172 0.031
H -4.438129 0.456078 -2.599789 0.109 -0.043 -0.142
H -3.483329 3.375878 -0.896589 -0.193 0.145 -0.059
H -2.265529 2.348878 -1.630289 0.127 -0.062 -0.194
H -2.130529 2.812978 0.059711 0.151 0.083 0.166
H -4.571129 -0.944622 1.606511 -0.248 0.123 0.177
H -5.784929 -2.924922 1.523711 -0.068 0.080 0.050
H -4.050029 -6.122322 -0.250289 0.046 0.077 0.080
H -1.619129 -5.814622 0.117911 -0.028 -0.132 0.013
H 0.838571 -5.404122 -2.478089 0.033 0.154 -0.129
H -0.221529 -6.460522 -1.573089 -0.156 -0.066 0.062
H 1.511271 -6.720222 -1.536089 0.169 -0.133 0.038
H 2.678071 -3.304922 -1.126589 -0.037 0.082 -0.273
H 3.406571 -4.622522 -0.235789 0.171 -0.191 0.009
H 2.798571 -3.223822 0.620311 0.019 0.104 0.267
H -0.015629 -6.209722 1.813011 -0.171 -0.082 -0.024
H 1.001971 -4.932322 2.442211 0.025 0.172 0.115
H 1.725071 -6.345922 1.712811 0.206 -0.125 -0.066
C 6.088771 4.015078 1.227711 0.009 -0.135 -0.170
C 5.805371 3.230478 -0.063289 0.234 0.107 0.027
C 6.111071 4.103678 -1.289789 -0.004 -0.149 0.167
C 6.720171 2.004278 -0.091789 -0.176 0.214 -0.002
C 4.337571 2.864878 -0.086889 -0.357 -0.415 -0.036
C 3.890671 1.549078 -0.181289 0.392 0.071 -0.080
C 2.543371 1.300678 -0.145589 -0.846 0.343 -0.055
Br 1.863971 -0.518922 -0.202389 -0.899 1.035 0.293
C 1.549971 2.300678 -0.061289 2.958 -0.316 -0.244
O 0.306271 1.988678 -0.063389 -3.511 -2.201 0.705
C 2.015971 3.654478 0.009911 -0.560 -0.565 0.088
C 3.373571 3.876078 0.004511 0.066 -0.210 0.014
C 0.985671 4.765078 0.067811 -0.207 0.149 -0.013
C 0.142771 4.683578 -1.213789 0.076 -0.010 0.089
C 0.091371 4.578178 1.303811 0.078 -0.089 -0.073
C 1.614071 6.156878 0.142111 -0.059 -0.262 -0.021
H 7.145271 4.260778 1.286511 0.153 0.056 0.017
H 5.825571 3.414778 2.096111 -0.009 -0.023 0.126
H 5.525071 4.942178 1.266411 -0.051 0.127 0.041
H 7.156971 4.397078 -1.279989 0.153 0.069 -0.027
H 5.503571 5.004078 -1.298789 -0.052 0.127 -0.023
H 5.915771 3.548678 -2.204789 -0.008 -0.021 -0.126
H 7.756571 2.330478 -0.054589 0.096 0.015 -0.005
H 6.585771 1.430178 -1.005789 0.004 -0.117 -0.089
H 6.541771 1.362878 0.768511 0.005 -0.129 0.076
H 4.577171 0.726078 -0.273589 0.185 -0.101 0.061
H 3.722171 4.889778 0.087411 0.005 0.203 -0.039
H -0.347729 3.719978 -1.286989 -0.098 0.012 -0.101
H 0.774171 4.817678 -2.089889 0.041 0.065 -0.108
H -0.617829 5.458378 -1.208189 -0.125 0.157 -0.031
H -0.356929 3.588478 1.319211 -0.049 0.049 0.078
H -0.707929 5.314578 1.291311 -0.090 0.138 0.035
H 0.670171 4.707978 2.216711 0.037 0.043 0.091
H 2.208771 6.368578 -0.742689 0.132 0.075 -0.088
H 2.230971 6.268778 1.030011 0.124 0.054 0.102
H 0.820971 6.898078 0.195311 -0.084 0.086 -0.005
S -2.040729 -3.943122 2.871711 -0.133 0.095 0.307
C -1.359929 -2.371022 2.499411 0.051 -0.165 0.175
N -1.629329 -1.503422 1.620811 1.319 1.424 -1.691
C -2.484629 -2.546622 -0.469489 -0.200 0.391 -0.319
C -3.254229 -2.453022 -1.557189 0.465 0.192 0.545
C -3.636829 -3.570722 -2.383189 -0.114 -0.309 -0.156
C -3.950629 -4.730122 -1.805289 -0.095 0.013 -0.215
C -4.246329 -4.351922 0.945911 -0.365 -0.103 0.332
C -2.859229 -4.545922 1.477711 -0.171 -0.047 0.291
H -0.563929 -2.145922 3.199611 0.206 0.022 0.016
H -3.758929 -1.521522 -1.756689 -0.145 0.156 0.048
H -3.829329 -3.400922 -3.432189 -0.021 -0.108 -0.130
H -4.355429 -5.527722 -2.412289 -0.027 -0.040 -0.136
H -4.979729 -5.012522 1.426411 0.106 0.058 -0.029

=====

No. 6
43
Properties=species:S:1:pos:R:3:forces:R:3 method="wB97M-V/def2-TZVPD" e_above_lowest_kj_mol=0.0 energy_ha=-862.27733 smiles="CC[C@H](C)[C@H](N)C(=O)N[C@@H](CCCCN)C(=O)O" homo_lumo_gap_ev=9.90 multiplicity=1
C 4.485392 1.904875 -0.739164 -0.292 0.333 1.004
C 3.788947 0.542945 -0.761120 -0.657 0.321 -0.101
C 3.129708 0.179983 0.590895 0.114 -0.197 -0.860
C 4.170343 -0.070163 1.673207 -0.154 0.116 0.257
C 2.219633 -1.063044 0.426538 0.137 -0.104 -0.141
N 2.976889 -2.211914 -0.067660 -0.437 -0.159 -0.468
C 1.020624 -0.741347 -0.475748 0.118 -0.015 -0.129
O 0.951410 -1.124707 -1.636524 -0.018 0.078 0.238
N 0.045624 0.013284 0.089351 0.008 0.106 0.186
C -1.041577 0.534731 -0.710693 0.038 -0.172 0.411
C -2.130984 -0.519238 -0.995363 -0.045 0.225 0.191
C -2.728004 -1.216156 0.231049 0.539 0.899 0.369
C -3.659760 -0.387976 1.122642 -0.199 -0.228 -0.355
C -4.903417 0.137014 0.404694 0.024 0.874 0.443
N -5.695900 -0.942216 -0.155450 0.290 -0.547 -0.645
C -1.556968 1.780709 -0.011451 0.046 0.805 0.912
O -1.162851 2.164772 1.071968 -0.433 -0.481 -1.241
O -2.512825 2.486981 -0.669665 0.333 -0.649 -0.399
H 4.907244 2.140187 -1.696854 0.125 0.149 -0.613
H 5.337581 1.906107 -0.031234 -0.522 0.105 -0.219
H 3.771521 2.732245 -0.460749 0.705 -0.804 -0.191
H 3.022993 0.546865 -1.568315 0.336 0.000 0.468
H 4.494945 -0.237843 -1.026220 0.217 -0.142 -0.020
H 2.483287 1.019474 0.857889 0.009 0.093 0.216
H 4.817652 0.805540 1.807420 -0.085 -0.285 -0.026
H 4.768575 -0.954975 1.431174 -0.045 0.224 -0.020
H 3.667194 -0.259027 2.628300 0.129 0.019 -0.033
H 1.830178 -1.317107 1.407114 -0.109 -0.032 0.307
H 2.471842 -3.078342 0.161365 0.320 0.546 -0.213
H 2.966859 -2.143054 -1.097033 0.047 -0.214 0.600
H 0.174463 0.434442 1.005774 -0.041 -0.126 -0.291
H -0.630890 0.817294 -1.678049 0.058 0.214 -0.214
H -2.899281 -0.045074 -1.625495 0.019 -0.241 0.095
H -1.629227 -1.268961 -1.597703 -0.020 -0.096 -0.238
H -3.239995 -2.084266 -0.106110 -0.536 -0.853 -0.309
H -1.898056 -1.580090 0.845202 -0.026 -0.012 -0.060
H -4.013029 -1.027497 1.934380 0.098 -0.020 0.040
H -3.109545 0.433178 1.573724 -0.025 0.195 0.088
H -4.622741 0.908497 -0.340293 -0.045 -0.225 0.205
H -5.523079 0.669897 1.159060 0.290 -0.322 -0.460
H -6.602226 -0.604715 -0.446819 -0.052 -0.010 -0.059
H -5.240840 -1.344344 -0.990095 -0.380 0.307 0.637
H -2.701730 2.063023 -1.533942 0.121 0.322 0.640

=====

No. 7
64
Properties=species:S:1:pos:R:3:forces:R:3 method="wB97M-V/def2-TZVPD" e_above_lowest_kj_mol=64.9 s_squared=3.82 energy_ha=-2936.92211 homo_lumo_gap_ev="6.99 / 7.06" multiplicity=4
Cr -0.071778 1.948943 -0.299482 -0.542 -3.216 0.881
O -1.338530 2.136237 3.489157 -0.165 0.017 -0.082
C -1.218338 2.082102 2.269774 0.574 -0.031 0.217
N -0.070244 1.943198 1.582915 -0.085 0.292 1.141
C 1.165680 1.894478 2.325251 -0.100 -0.107 0.013
C 2.291418 1.947729 1.334028 -0.360 0.029 -0.039
C 3.621543 1.975789 1.717295 0.256 0.056 -0.071
C 4.609305 1.999644 0.749253 -0.247 0.014 0.091
C 4.229336 1.988673 -0.587027 0.103 -0.008 -0.039
C 2.888911 1.969148 -0.896597 -0.087 0.027 -0.104
N 1.925462 1.955571 0.038313 1.018 -0.077 0.208
C -2.374716 2.148416 1.329398 -0.300 -0.012 -0.303
C -3.682122 2.248374 1.766882 0.144 -0.018 0.211
C -4.702905 2.221898 0.838252 0.060 -0.038 -0.281
C -4.374893 2.096921 -0.508372 -0.226 0.041 0.210
C -3.048204 2.036281 -0.872685 0.219 -0.034 -0.188
N -2.054680 2.067280 0.022371 -0.922 0.065 0.350
H 1.232385 0.971048 2.914946 0.087 0.006 -0.018
H 1.231630 2.724665 3.036133 0.042 -0.006 0.004
H 3.868269 1.977274 2.770323 -0.020 -0.023 0.006
H 5.653836 2.026146 1.028326 0.009 -0.014 -0.001
H 4.961344 1.996284 -1.381705 -0.015 0.002 -0.007
H 2.557790 1.953769 -1.927625 -0.029 0.021 0.000
H -3.853455 2.326946 2.831734 -0.002 -0.019 -0.007
H -5.737781 2.288022 1.145772 0.002 -0.010 0.021
H -5.141886 2.052855 -1.268275 0.026 0.006 -0.017
H -2.749126 1.962960 -1.909541 0.024 -0.018 0.004
O 0.832378 4.233971 -1.874819 -0.142 -0.092 -0.573
N 0.207864 3.273765 -1.513453 0.445 3.490 -1.426
O -0.377618 2.464113 -2.296835 0.330 -0.082 -0.235
C -4.300153 -2.232919 0.511477 -0.034 -0.010 -0.002
C -3.802943 -2.266684 -0.783072 -0.061 -0.013 -0.024
C -2.536283 -1.768388 -1.056464 0.055 0.062 -0.022
C -1.739183 -1.222774 -0.047748 0.308 -0.080 -0.015
C -2.260837 -1.196887 1.249953 -0.080 0.082 -0.073
C -3.524111 -1.696843 1.529545 -0.028 0.079 0.074
Si -0.000568 -0.527169 -0.405094 -0.171 -0.349 -0.059
C 1.184425 -1.379631 0.824705 -0.177 0.100 -0.056
C 2.555286 -1.113715 0.753363 -0.027 -0.029 -0.029
C 3.457551 -1.713662 1.618690 0.045 0.006 -0.031
C 3.008066 -2.610441 2.577335 -0.002 -0.013 0.044
C 1.654934 -2.903895 2.655736 0.015 -0.038 0.022
C 0.756452 -2.295590 1.789149 0.071 0.029 -0.006
C 0.524077 -1.248845 -2.091670 -0.055 0.093 0.183
C 0.816666 -2.613054 -2.187881 0.020 0.002 0.007
C 1.160060 -3.192177 -3.399914 0.009 -0.086 0.030
C 1.227253 -2.415427 -4.548322 -0.009 0.069 -0.041
C 0.953111 -1.058428 -4.473553 0.023 -0.026 -0.051
C 0.604071 -0.484602 -3.256930 -0.008 -0.067 0.021
H -5.285431 -2.627212 0.728345 0.010 0.002 -0.006
H -4.401666 -2.691717 -1.580043 0.015 0.011 -0.001
H -2.152433 -1.810734 -2.070644 -0.026 -0.027 0.009
H -1.665243 -0.790761 2.061288 -0.037 0.066 0.026
H -3.902442 -1.662799 2.544710 -0.002 -0.023 -0.015
H 2.928561 -0.434239 -0.007391 0.027 -0.117 0.036
H 4.514423 -1.486294 1.540450 0.001 -0.008 -0.004
H 3.708013 -3.084664 3.253926 0.005 0.007 -0.006
H 1.297366 -3.616131 3.389533 -0.001 0.012 0.002
H -0.293126 -2.548376 1.859806 0.034 -0.046 0.016
H 0.775897 -3.229445 -1.295460 0.001 -0.018 -0.022
H 1.376789 -4.252421 -3.452810 -0.003 0.007 0.018
H 1.490910 -2.865666 -5.497283 0.013 -0.005 0.011
H 1.007616 -0.442897 -5.363467 -0.006 -0.008 0.002
H 0.382029 0.572005 -3.223957 -0.023 0.074 -0.004

=====

No. 8
12
Properties=species:S:1:pos:R:3:forces:R:3 method="wB97M-V/def2-TZVPD" e_above_lowest_kj_mol=386.3 energy_ha=-285.57508 total_charge=+1 smiles="C[N+]1=C[C@@]12CO2" homo_lumo_gap_ev=10.35 multiplicity=1
C 1.557010 -0.420418 1.030725 -1.266 -1.340 1.359
N 0.679623 -0.262851 -0.068397 -1.224 -0.490 -2.609
C 0.379382 -0.528955 -1.284853 -0.854 2.286 4.025
C -0.571277 0.311925 -0.644649 -1.548 -1.541 1.780
C -1.963786 0.620278 -0.199062 2.550 -0.611 2.053
O -0.941747 1.540657 -0.646871 -0.147 3.250 -2.024
H 0.900471 -0.238447 1.913539 1.026 0.176 -0.376
H 2.326872 0.284571 0.866356 1.078 0.653 0.442
H 1.882021 -1.467559 1.068770 0.317 0.394 -0.083
H 0.592518 -1.002781 -2.128583 1.620 -2.272 -3.365
H -2.786840 0.303445 -0.769683 -0.956 0.323 -0.994
H -2.054246 0.860135 0.862707 -0.597 -0.829 -0.209